Formula: C6H12O
Source: OMol25
Level of theory: the ωB97M-V functional and the def2-TZVPD basis

Summary:
- total energy (Ha) = -310.9877
- SMILES = C=CCCCCO
- HOMO level (eV) = -8.974
- orbital gap (eV) = 9.901
- relative energy (zero: lowest compared OMol25 entry of this formula, charge and spin) (kcal per mole) = 44.9
- total charge = 0

Last column: natural (NBO) charge in e.
Element x y z (Å)
C1 -1.711 0.571 0.918  -0.45
C2 -1.959 -0.406 0.054  -0.15
C3 -0.977 -1.348 -0.605  -0.45
C4 0.463 -1.122 -0.179  -0.41
C5 1.232 0.029 -0.866  -0.42
C6 1.286 1.314 -0.039  -0.07
O1 1.539 0.964 1.315  -0.73
H1 -0.834 0.576 1.553  0.21
H2 -2.401 1.402 0.968  0.20
H3 -2.992 -0.597 -0.209  0.19
H4 -1.325 -2.327 -0.297  0.21
H5 -1.147 -1.321 -1.659  0.21
H6 0.483 -0.894 0.887  0.23
H7 1.026 -2.058 -0.206  0.21
H8 2.280 -0.270 -0.954  0.20
H9 0.869 0.011 -1.893  0.21
H10 2.143 1.897 -0.385  0.17
H11 0.320 1.795 -0.189  0.17
H12 1.705 1.784 1.789  0.47